The following is a quantum chemistry calculation of a cluster of 2 separate species, C3H6O2 in total in a non-equilibrium geometry, from the Open Molecules 2025 dataset.

Each atom is followed by the atoms it is bonded to, with distances in Å.
Atoms and positions in Å:
1 C -1.711 -1.196 -1.494  C2 1.348, H4 1.094, H5 1.119
2 C -0.619 -1.476 -0.754  C1 1.348, O3 1.384, H6 1.046
3 O -0.113 -0.557 0.148  C2 1.384, H7 1.017
4 H -2.029 -1.816 -2.337  C1 1.094
5 H -2.194 -0.208 -1.291  C1 1.119
6 H -0.290 -2.457 -0.602  C2 1.046
7 H 0.313 0.108 0.790  O3 1.017
8 C 1.425 1.509 0.485  O9 1.260, H10 1.171, H11 1.174
9 O 0.906 1.633 1.626  C8 1.260
10 H 0.822 1.760 -0.488  C8 1.171
11 H 2.460 0.983 0.314  C8 1.174

M: 74.079 g mol⁻¹
SMILES: C=CO.C=O
LUMO: -0.09 eV
frontier orbital gap: 8.75 eV
2S+1: 1
electronic energy: -7299.28737 eV
HOMO level: -8.84 eV
relative energy (zero: lowest compared OMol25 entry of this formula, charge and spin): 101.3 kcal per mole

Results of the Mulliken charge analysis, in e, for atoms 1 through 6: -0.613, -0.081, -0.546, 0.263, 0.219, 0.362